(1)
Below is a cluster of 3 separate species, C4H13NO3 in total, with properties calculated with the ωB97M-V functional and the def2-TZVPD basis.

Each line ends with the Mulliken charge.
Geometry (Å):
O  0.5071  -0.8768  -1.6571  -0.90
C  -0.4982  -0.2478  -0.9654  -0.31
C  -0.5869  -0.0695  0.4633  0.06
C  -0.2492  1.2395  -0.3407  -0.28
C  0.2970  2.1433  1.0154  -1.22
N  -1.7588  0.0354  1.1881  -0.48
H  -1.4523  -0.4188  -1.4998  0.47
H  0.1609  -0.6950  0.8844  0.31
H  0.5872  1.5838  -1.1147  0.41
H  -1.2120  1.8524  -0.6728  0.35
H  -0.4484  2.0356  1.7371  0.43
H  0.5977  3.0386  0.6536  0.41
H  1.0960  1.8150  1.6490  0.33
H  -2.5732  -0.5276  0.8546  0.23
H  -1.6292  0.1778  2.1786  0.23
H  2.8474  -0.6238  0.3018  0.23
H  1.5359  -0.5623  -0.7581  0.42
O  2.1700  -0.0901  -0.0441  -0.70
H  0.3520  -2.4681  -1.3430  0.42
H  0.3481  -4.0638  -1.4793  0.28
O  -0.0912  -3.2777  -1.0510  -0.68

Properties
ΔE to the lowest compared entry with this formula, charge and spin	140.2	kcal/mol
M	123.15	g mol⁻¹
LUMO energy	0.005	hartree
frontier orbital gap	9.3	eV

=====

(2)
Below is a cluster of 2 separate species, C4H13NO3 in total, with properties calculated with the ωB97M-V functional and the def2-TZVPD basis.

Each line ends with the Mulliken charge.
Geometry (Å):
C  0.7413  0.2470  -0.2276  -0.47
C  0.6038  1.7683  -0.4683  -0.80
C  0.0174  2.4271  0.8047  -0.36
O  0.8053  2.3583  1.9897  -0.47
N  -0.5174  -0.4808  -0.0490  -0.26
C  -0.1576  -1.7830  0.6733  -0.35
O  0.8762  -2.3749  -0.1099  -0.54
H  1.2164  -0.2658  -1.1061  0.26
H  1.5876  0.2206  0.5370  0.22
H  0.0136  2.0095  -1.3682  0.33
H  1.5651  2.2773  -0.6536  0.36
H  -0.0838  3.4964  0.6157  0.32
H  -0.9443  1.8827  0.8934  0.20
H  1.5905  1.8474  1.7408  0.33
H  -1.0869  0.0489  0.5822  0.22
H  0.2908  -1.7120  1.6570  0.33
H  -1.0947  -2.3237  0.5752  0.36
H  0.6682  -2.9881  -0.8132  0.30
H  -2.0285  -1.2591  -1.4570  0.38
H  -1.4211  -1.4383  -2.7956  0.30
O  -2.1304  -1.7838  -2.2428  -0.67

Properties
ΔE to the lowest compared entry with this formula, charge and spin	57.6	kcal/mol
structure (SMILES)	OCCCNCO.O
M	123.15	g mol⁻¹
LUMO energy	0.027	hartree
frontier orbital gap	10.7	eV

=====

(3)
Below is a cluster of 2 separate species, C4H13NO3 in total, with properties calculated with the ωB97M-V functional and the def2-TZVPD basis.

Each line ends with the Mulliken charge.
Geometry (Å):
C  1.2345  0.0010  1.2228  -0.71
O  1.2586  -1.1698  2.0524  -0.55
C  0.3309  -0.2218  0.0260  0.29
C  -0.0601  1.1486  -0.5755  0.12
C  -0.9349  1.0814  -1.8118  -1.39
O  1.2162  1.7232  -0.9568  -0.56
N  0.8861  -1.1912  -0.8816  -0.60
H  2.2346  0.2923  0.8918  0.36
H  0.8033  0.7224  1.9075  0.33
H  -0.5694  -0.6721  0.3952  0.12
H  -0.4850  1.7579  0.2271  0.29
H  -0.9045  2.0529  -2.2995  0.38
H  -1.9381  0.7041  -1.6381  0.33
H  -0.4424  0.4553  -2.5564  0.40
H  1.0840  2.5262  -1.4747  0.32
H  1.8859  -1.0999  -1.0710  0.29
H  0.4709  -1.1828  -1.8045  0.23
H  1.5482  -1.9491  1.5634  0.35
H  -2.8347  -2.3461  2.0465  0.32
H  -1.9230  -1.2009  2.3791  0.33
O  -2.8611  -1.4315  2.3579  -0.65

Properties
ΔE to the lowest compared entry with this formula, charge and spin	34.8	kcal/mol
structure (SMILES)	C[C@H](O)[C@@H](N)CO.O
M	123.15	g mol⁻¹
LUMO energy	0.025	hartree
frontier orbital gap	10.2	eV

=====

(4)
Below is a cluster of 3 separate species, C4H13NO3 in total, with properties calculated with the ωB97M-V functional and the def2-TZVPD basis.

Each line ends with the Mulliken charge.
Geometry (Å):
O  -2.9709  -1.2628  0.5370  -0.49
C  -1.9770  -1.1386  -0.1604  -0.34
C  -1.1820  0.1515  -0.1889  0.34
C  -1.6477  0.8798  -1.5133  -0.41
C  -0.4576  1.1116  -2.3817  -1.13
N  0.1849  -0.2714  -0.0285  -0.52
H  -1.8003  -1.8764  -0.9524  0.37
H  -1.3194  0.7239  0.7601  0.35
H  -2.0876  1.8227  -1.1690  0.23
H  -2.3745  0.2408  -1.9432  0.34
H  0.4355  1.6069  -1.8918  0.27
H  0.1761  0.3074  -2.9144  0.29
H  -0.7045  1.7617  -3.2564  0.35
H  0.9009  0.3849  0.1773  0.20
H  0.5372  -0.8107  -0.8268  0.17
H  1.2900  -0.1090  3.9280  0.32
H  2.2456  0.7328  3.2911  0.31
O  2.2213  -0.1638  3.6667  -0.63
H  2.9925  -0.5877  1.6068  0.32
H  2.8314  -2.0216  2.0228  0.30
O  2.7059  -1.4820  1.2368  -0.61

Properties
ΔE to the lowest compared entry with this formula, charge and spin	62.1	kcal/mol
structure (SMILES)	CC[C@H](N)C=O.O.O
M	123.15	g mol⁻¹
LUMO energy	0.012	hartree
frontier orbital gap	9.3	eV

=====

(5)
Below is a structure of composition C4H13NO4P2, with properties calculated with the ωB97M-V functional and the def2-TZVPD basis.

Each line ends with the Mulliken charge.
Geometry (Å):
C  -0.0521  -0.4417  0.8103  -0.41
C  -0.2911  0.7072  -0.1288  -0.70
C  -0.2685  -0.0914  2.2841  -0.57
C  -0.1541  0.3001  -1.5721  -0.49
N  -0.1893  -1.3373  3.0464  -0.60
O  -2.4079  1.5121  -2.2794  -0.49
O  2.2365  1.7046  -1.5137  -0.50
O  1.7590  0.2953  -3.5653  -0.67
O  -0.7893  0.8068  -3.8865  -0.51
P  1.6513  0.3168  -2.1117  0.53
P  -0.8210  1.7322  -2.5490  0.19
H  1.0374  -0.8935  0.8345  0.17
H  -0.5873  -1.2870  0.3914  0.27
H  -1.3048  1.1928  0.2442  0.34
H  0.3594  1.5513  0.1856  0.33
H  0.5091  0.5955  2.8544  0.22
H  -1.2267  0.2295  2.4828  0.44
H  2.4808  -0.7250  -1.3524  0.09
H  -1.0471  -1.8309  3.2094  0.22
H  0.4574  -1.9744  2.6170  0.23
H  2.0776  2.4810  -2.0889  0.37
H  -2.6809  0.6259  -2.0029  0.34
H  -0.1422  0.9981  -4.6074  0.35
H  -0.5845  -0.6199  -1.7606  0.84

Properties
M	201.10	g mol⁻¹
LUMO energy	0.026	hartree
frontier orbital gap	9.8	eV

=====

(6)
Below is a cluster of 2 separate species, C4H13NOP in total, with properties calculated with the ωB97M-V functional and the def2-TZVPD basis.

Each line ends with the Mulliken charge.
Geometry (Å):
C  4.3710  0.0477  0.1048  -1.03
C  -2.9433  1.4669  -0.2247  -1.02
C  -2.9858  -1.4541  -0.1429  -1.20
C  3.0351  -0.3321  0.3573  0.17
N  2.0369  0.0951  -0.3069  -0.20
O  -0.4974  -0.0758  -0.0613  -0.74
P  -1.9203  0.0399  0.4059  0.46
H  4.9327  -0.8115  -0.1785  0.32
H  4.5527  0.3598  1.1038  0.32
H  4.5365  0.9485  -0.4894  0.35
H  -2.7091  2.4604  -0.2220  0.41
H  -2.9013  1.2586  -1.2535  0.33
H  -3.9271  1.1664  0.1777  0.31
H  -2.7569  -2.1563  0.5624  0.38
H  -4.0009  -1.2659  -0.0274  0.44
H  -2.9545  -1.5265  -1.1609  0.41
H  2.8813  -1.1842  0.9386  0.42
H  -2.1005  0.2059  1.8798  0.14
H  0.9848  0.0235  -0.3459  0.45
H  2.3661  0.7336  -1.1169  0.29

Properties
ΔE to the lowest compared entry with this formula, charge and spin	27.2	kcal/mol
charge	+1
M	122.13	g mol⁻¹
LUMO energy	-0.134	hartree
frontier orbital gap	10.4	eV

=====

(7)
Below is a cluster of 2 separate species, C4H13NOS in total, with properties calculated with the ωB97M-V functional and the def2-TZVPD basis.

Each line ends with the Mulliken charge.
Geometry (Å):
C  0.2968  -1.6645  -0.1733  -0.87
N  -0.5543  -0.5069  -0.4418  0.00
C  -0.3685  0.8219  0.0457  -1.14
C  -0.2285  1.9002  -1.0323  -0.85
S  -1.7999  2.6323  -1.4532  -0.49
C  1.5914  -1.5816  -0.9355  -1.22
H  -0.2858  -2.5008  -0.5563  0.37
H  0.5632  -1.6604  0.8940  0.40
H  -1.4686  -0.7376  -0.7905  0.31
H  -1.1572  1.0288  0.7946  0.14
H  0.5025  0.8112  0.7253  0.39
H  0.2085  1.4299  -1.9135  0.34
H  0.4890  2.6404  -0.6750  0.32
H  -2.1321  2.9428  -0.1849  0.27
H  2.1364  -0.6593  -0.7236  0.32
H  1.4032  -1.6568  -2.0118  0.31
H  2.2798  -2.3576  -0.5907  0.38
H  -0.8106  -0.3923  3.7096  0.71
H  -0.5852  -0.1695  2.2465  0.36
O  -0.0802  -0.3202  3.0666  -1.05

Properties
ΔE to the lowest compared entry with this formula, charge and spin	20.5	kcal/mol
charge	-1
M	123.22	g mol⁻¹
⟨S²⟩	0.750
multiplicity	2
LUMO energy (spin up / spin down)	0.120 / 0.128	hartree
frontier orbital gap (spin up / spin down)	2.3 / 8.6	eV

=====

(8)
Below is a cluster of 2 separate species, C4H13NOS in total, with properties calculated with the ωB97M-V functional and the def2-TZVPD basis.

Each line ends with the Mulliken charge.
Geometry (Å):
C  1.1211  0.6485  -1.9390  -1.36
N  0.3257  0.7213  -0.6051  -0.53
C  0.6884  -0.3780  0.2388  0.61
C  -0.0721  -0.2148  1.5571  -1.30
S  1.1475  -0.2220  2.9085  -0.30
C  0.5311  -1.7550  -0.4620  -1.44
H  1.1771  1.7784  -2.1488  0.37
H  2.2007  0.3903  -1.8952  0.37
H  0.4979  0.1585  -2.7267  0.35
H  -0.6352  0.9825  -0.7842  0.26
H  1.7720  -0.0843  0.3832  0.42
H  -0.5451  0.8261  1.6296  0.44
H  -0.9324  -0.8199  1.8214  0.50
H  0.7645  -1.4739  3.2434  0.12
H  0.0549  -1.7075  -1.4222  0.44
H  1.6586  -2.0819  -0.6477  0.20
H  0.1194  -2.3540  0.2830  0.40
H  -2.9959  2.3352  -0.3047  0.62
H  -3.8804  1.4449  0.3460  0.76
O  -2.9978  1.8053  0.5248  -1.95

Properties
ΔE to the lowest compared entry with this formula, charge and spin	46.0	kcal/mol
charge	-1
M	123.22	g mol⁻¹
⟨S²⟩	0.750
multiplicity	2
LUMO energy (spin up / spin down)	0.109 / 0.106	hartree
frontier orbital gap (spin up / spin down)	2.1 / 8.0	eV

=====

(9)
Below is a cluster of 2 separate species, C4H13NOS in total, with properties calculated with the ωB97M-V functional and the def2-TZVPD basis.

Each line ends with the Mulliken charge.
Geometry (Å):
C  0.2597  0.2360  0.3504  -0.91
C  -0.9667  0.4888  1.2200  -0.88
C  -0.9268  1.7722  2.0323  -0.80
S  -0.8928  3.2646  0.9664  -0.25
C  -0.0181  -0.0703  -1.1348  -0.73
N  0.2575  1.1203  -1.9700  -0.47
H  0.7756  -0.6781  0.6915  0.79
H  1.0134  1.0164  0.4800  0.29
H  -1.1704  -0.3453  1.8933  0.50
H  -1.8705  0.5030  0.6219  0.22
H  -0.0715  1.8029  2.6981  0.39
H  -1.8217  1.9160  2.6346  0.40
H  -0.0230  2.8368  0.0435  0.14
H  -1.0273  -0.4661  -1.2543  0.30
H  0.7126  -0.8286  -1.3968  0.02
H  0.7970  0.8366  -2.7838  0.29
H  -0.6071  1.4895  -2.3607  0.22
H  2.1957  -4.4462  -1.3533  0.57
H  1.2641  -5.1336  -0.4715  0.58
O  2.1204  -5.3148  -0.9068  -1.69

Properties
ΔE to the lowest compared entry with this formula, charge and spin	9.7	kcal/mol
charge	-1
M	123.22	g mol⁻¹
⟨S²⟩	0.751
multiplicity	2
LUMO energy (spin up / spin down)	0.108 / 0.105	hartree
frontier orbital gap (spin up / spin down)	2.0 / 9.2	eV

=====

(10)
Below is a cluster of 2 separate species, C4H13NOS in total, with properties calculated with the ωB97M-V functional and the def2-TZVPD basis.

Each line ends with the Mulliken charge.
Geometry (Å):
C  0.0739  -1.6898  -1.4184  -0.40
C  0.5503  -0.3710  -0.8320  -0.61
C  -0.5229  0.7288  -0.9321  -0.79
S  0.1654  2.3071  -0.2833  -0.10
C  -0.2030  2.0877  1.4756  -0.74
N  -0.8795  -2.3447  -0.4855  -0.48
H  0.9399  -2.3418  -1.5516  0.27
H  -0.5484  -1.5044  -2.2978  0.36
H  1.4353  -0.0151  -1.3628  0.35
H  0.9564  -0.5345  0.1728  0.40
H  -1.4506  0.3848  -0.4907  0.41
H  -0.6629  0.9298  -1.9907  0.34
H  -1.2861  2.0607  1.6029  0.25
H  0.1892  1.1336  1.8335  0.21
H  0.2286  2.8875  2.0698  0.33
H  -1.2171  -3.2328  -0.7813  0.15
H  -0.9487  -2.0738  0.4773  0.22
H  0.5159  -2.0932  1.1786  0.24
H  1.2000  -2.9488  2.1841  0.25
O  0.5701  -2.2361  2.1333  -0.66

Properties
ΔE to the lowest compared entry with this formula, charge and spin	21.5	kcal/mol
structure (SMILES)	CSCCCN.O
M	123.22	g mol⁻¹
LUMO energy	0.032	hartree
frontier orbital gap	9.3	eV

=====

(11)
Below is a cluster of 2 separate species, C4H13NOS in total, with properties calculated with the ωB97M-V functional and the def2-TZVPD basis.

Each line ends with the Mulliken charge.
Geometry (Å):
C  -1.3264  -0.6373  -1.5083  -0.88
N  -0.5117  0.3354  -0.7892  -0.40
C  0.9583  0.1080  -0.9709  0.53
C  1.6575  1.3348  -0.4300  -1.03
S  3.2390  1.7256  -1.3224  -0.21
C  1.4590  -1.2191  -0.4769  -1.37
H  -1.1584  -1.6737  -1.1825  0.28
H  -2.4043  -0.5172  -1.3772  0.32
H  -1.0372  -0.6002  -2.5437  0.31
H  -0.7422  0.3631  0.1935  0.25
H  1.0382  0.1625  -2.0560  0.25
H  1.0888  2.2002  -0.7620  0.38
H  1.8961  1.3517  0.6239  0.40
H  3.9040  0.6023  -1.0141  0.09
H  2.4324  -1.4396  -0.8156  0.40
H  1.6321  -1.2287  0.6062  0.33
H  0.8451  -2.1004  -0.6356  0.34
H  -4.6624  0.0424  5.4501  0.32
H  -4.3199  0.9452  4.2201  0.32
O  -3.9881  0.2450  4.7907  -0.64

Properties
ΔE to the lowest compared entry with this formula, charge and spin	22.3	kcal/mol
structure (SMILES)	CN[C@H](C)CS.O
M	123.22	g mol⁻¹
LUMO energy	0.032	hartree
frontier orbital gap	9.7	eV

=====

(12)
Below is a structure of composition C4H13NOS, with properties calculated with the ωB97M-V functional and the def2-TZVPD basis.

Each line ends with the Mulliken charge.
Geometry (Å):
C  1.1002  1.0259  0.3780  -1.04
C  1.7150  0.5235  -0.9727  -0.49
S  2.0488  -1.3055  -1.0904  -0.26
C  0.0770  0.0719  0.9997  -0.60
N  -0.8469  -0.5151  -0.0156  -0.40
C  -1.6813  -1.4488  0.7990  -0.95
H  1.8611  1.3477  1.0961  0.38
H  0.5062  1.8977  0.0800  0.41
H  2.4414  1.2429  -1.3384  0.41
H  0.8594  0.5719  -1.6556  0.22
H  2.3948  -0.9863  0.6243  0.15
H  0.6149  -0.8016  1.4160  0.43
H  -0.4640  0.5190  1.8341  0.44
H  -0.2446  -1.1905  -0.4850  0.20
H  -1.2481  -2.4415  0.6842  0.28
H  -2.6948  -1.4847  0.3910  0.30
H  -1.8047  -1.2123  1.8572  0.34
H  -1.7876  1.6531  -2.2498  0.29
H  -1.3385  0.8017  -1.0184  0.51
O  -1.5081  1.7312  -1.3337  -0.67

Properties
ΔE to the lowest compared entry with this formula, charge and spin	61.6	kcal/mol
M	123.22	g mol⁻¹
LUMO energy	-0.007	hartree
frontier orbital gap	9.1	eV

=====

The lowest M belongs to which entry?
C4H13NOP

=====

What is the M in the sixth record?
122.13 g mol⁻¹

=====

The highest M belongs to which entry?
C4H13NO4P2

=====

Among the records above, which one has the lowest M?
C4H13NOP